{
  "formula": "C3H11N2",
  "method": "ωB97M-V with the def2-TZVPD basis set",
  "symbols": ["C", "C", "H", "H", "H", "H", "H", "H", "N", "C", "N", "H", "H", "H", "H", "H"],
  "xyz": [[-0.731, -2.666, -0.135], [0.464, -2.713, -1.092], [-1.665, -2.541, -0.686], [-0.633, -1.926, 0.662], [-0.905, -3.578, 0.424], [1.066, -3.625, -1.058], [0.126, -2.643, -2.126], [1.126, -1.871, -0.911], [0.652, 0.905, 0.599], [-0.210, 1.872, 0.733], [-0.190, 3.016, 0.098], [1.262, 0.851, -0.206], [0.585, 0.107, 1.212], [-0.902, 1.801, 1.560], [-0.665, 3.853, 0.409], [0.547, 3.220, -0.565]],
  "forces_ev_per_a": [[-0.3, -0.5, 0.1], [-0.1, -0.1, -0.2], [0.1, 0.5, 0.2], [-0.1, 0.3, -0.2], [0.3, -0.4, 0.0], [-0.1, 0.1, 0.3], [0.0, 0.1, 0.0], [0.3, 0.1, -0.1], [-0.3, -0.1, -0.6], [0.2, 1.0, 1.2], [0.7, 0.2, -0.7], [0.2, -0.1, 0.2], [0.0, -0.2, -0.2], [-0.2, -0.2, 0.0], [-0.5, -0.4, 0.2], [-0.1, -0.2, -0.1]],
  "gap_ev": 10.63,
  "lumo_ev": -4.07,
  "e_above_lowest_kcal_mol": 12.3,
  "homo_energy_ev": -14.6936,
  "charge": 1
}